*A*
# C17H21N3O5S

A single C17H21N3O5S molecule (ωB97M-V/def2-TZVPD, OMol25).

CARTESIAN COORDINATES (ANGSTROEM)
S: 0.1188 3.3605 -0.4418
O: 4.2520 -4.1944 -1.1825
O: 2.6745 -5.3519 0.3979
O: 0.4654 -3.9619 1.6135
O: -2.0986 3.7326 2.3866
O: 0.8949 0.7982 -0.2439
N: 2.6676 0.7581 -1.5446
N: -2.9800 4.0972 0.3555
N: 2.1753 2.0081 -1.5688
C: -0.5681 -3.2312 2.2262
C: 1.3233 -3.3079 0.7650
C: -2.1147 3.5081 1.1920
C: 3.2686 -3.3974 -0.6922
C: -3.1361 3.8717 -1.0691
C: 1.1771 -1.9647 0.4429
C: 5.1815 -3.6281 -2.0759
C: 3.1085 -2.0627 -1.0071
C: -4.1111 4.9638 -1.5072
C: 1.1354 2.0105 -0.7954
C: -1.1509 2.5028 0.5708
C: 1.9120 0.0465 -0.7626
C: -4.9728 5.1713 -0.2632
C: 2.0601 -1.3451 -0.4336
C: 2.3808 -4.0425 0.2035
C: -3.9535 5.0529 0.8630
C: 2.0385 -6.1166 1.3966
H: -1.6707 1.7906 -0.0706
H: -1.0851 -3.9454 2.8656
H: -4.3707 4.6885 1.8035
H: 4.6944 -3.2616 -2.9847
H: -5.7174 4.3783 -0.1844
H: 5.7406 -2.8106 -1.6104
H: 5.8661 -4.4348 -2.3324
H: 2.5522 -7.0778 1.3816
H: -1.2733 -2.8319 1.4901
H: -3.5652 2.8770 -1.2477
H: 2.1461 -5.6626 2.3840
H: -3.5642 5.8781 -1.7377
H: -3.4578 6.0099 1.0583
H: -5.4827 6.1315 -0.2589
H: 0.3750 -1.3837 0.8660
H: -0.6360 1.9866 1.3800
H: -4.6890 4.6719 -2.3812
H: -0.1779 -2.4140 2.8409
H: 0.9786 -6.2665 1.1820
H: 3.7684 -1.5432 -1.6793
H: -2.1798 3.9420 -1.5905

Values from the calculation:
- structure (SMILES) = COc1cc(-c2nnc(SCC(=O)N3CCCC3)o2)cc(OC)c1OC
- orbital gap (eV) = 8.195
- HOMO (eV) = -7.75

*B*
# C17H21N3O5S

A molecular structure, C17H21N3O5S (ωB97M-V/def2-TZVPD, OMol25).

CARTESIAN COORDINATES (ANGSTROEM)
S: -2.3460 -2.8519 -0.8371
O: 4.1401 -1.0872 -0.8996
O: -5.0521 2.0615 0.6755
O: -1.7753 1.2872 1.2690
O: 3.4705 -1.1403 1.5886
O: -1.7860 0.1912 -2.2057
N: -4.8319 -0.2194 0.6222
N: -3.4050 0.9807 -0.5925
N: 0.3632 1.0085 0.5259
C: 3.1865 -1.0850 0.3131
C: -1.3867 2.4066 -0.5494
C: -3.5009 -3.7550 0.3076
C: 5.6498 -0.7954 -0.4091
C: -0.9241 1.6848 0.5791
C: -2.7393 -0.0272 -0.9684
C: -2.7827 2.1876 -0.9311
C: 0.8359 -1.1847 0.7096
C: 1.2737 1.4488 -0.4557
C: 5.9116 0.6556 0.0050
C: -4.3146 1.1283 0.1676
C: 0.7140 0.3565 1.6359
C: -4.2481 -1.2691 0.5413
C: -4.3211 -2.5081 0.8454
C: -3.1246 -1.1986 -0.4945
C: 1.4350 0.0985 -1.2826
C: 1.7980 -1.0878 -0.3883
H: 7.0850 0.6644 0.0904
H: 6.0931 -1.1727 -1.3116
H: -0.2428 0.2408 2.4343
H: -0.7889 1.9567 -1.5659
H: -5.5005 -0.1054 1.3651
H: 5.4128 0.8713 0.8547
H: 1.0495 2.2931 -0.7435
H: -5.1831 -2.9526 1.7222
H: -1.0896 3.4151 -0.4798
H: 2.2213 1.4847 0.2115
H: 1.6915 0.3334 2.2550
H: -3.0137 2.5391 -2.1694
H: -3.4268 -4.6631 0.5704
H: -0.1793 -1.4331 0.4884
H: 2.2986 0.1351 -1.9586
H: -3.3551 3.0975 -0.3569
H: 5.4909 1.3691 -0.9808
H: 1.1231 -1.9283 1.8660
H: 0.4722 0.0839 -1.6600
H: 5.8684 -1.3425 0.4244
H: 1.7336 -2.1729 -0.8277

Values from the calculation:
- orbital gap (eV) = 6.040
- HOMO (eV) = -7.65

Out of the structures above, which one is the most stable? Solution: *A*.